53
Properties=species:S:1:pos:R:3:forces:R:3:lowdin_spin:R:1 method="wB97M-V/def2-TZVPD" orbital_gap_ev="6.04 / 5.00" s2=2.004 homo_energy_ev="-11.6 / -11.6" largest_force_ev_per_a=4.74 multiplicity=3 e_lumo_ha="-0.2031 / -0.2412" charge=+1
Pt 0.63833 -2.19039 -3.58187 -1.2 1.6 0.6 1.56
F -1.11787 -2.00544 -2.46129 0.8 0.0 -0.4 0.15
O -5.10439 -1.79071 0.34023 1.2 0.9 -0.8 0.00
C -4.08585 -1.55793 -0.33627 -3.2 -0.5 1.5 0.00
N -3.40075 -2.62459 -0.75521 1.3 -0.5 -1.4 0.00
C -3.68396 -0.11994 -0.54113 0.4 -0.6 0.7 0.00
H -3.94834 -3.47169 -0.80677 0.1 0.0 0.3 0.00
H -2.69796 -2.52436 -1.47365 0.1 0.0 0.1 0.00
H -3.17466 0.18250 -1.45613 -0.3 -0.2 -0.2 0.00
H -2.97140 0.01597 0.27243 0.1 0.5 0.2 0.00
H -4.59610 0.42455 -0.29693 0.3 0.3 -0.3 0.00
O -0.25574 -1.90061 -5.42630 3.4 -2.1 -0.3 0.12
C -1.12488 -1.13278 -5.79854 -2.4 1.9 0.3 0.02
N -2.06804 -0.83440 -4.91213 -0.6 0.8 0.0 0.01
C -1.17369 -0.52964 -7.17414 -0.8 -0.3 0.5 0.01
H -2.85865 -0.22176 -5.05255 0.3 0.0 -0.5 0.00
H -1.94098 -1.13481 -3.95624 0.0 -0.5 0.2 0.00
H -1.68282 -1.23747 -7.82825 0.2 -0.1 -0.2 0.00
H -0.19433 -0.26756 -7.57446 -0.2 -0.1 0.2 0.00
H -1.85246 0.31763 -7.07670 0.3 0.2 -0.4 0.00
O 1.11674 0.06400 -3.24218 0.4 -2.7 -2.6 0.09
C 1.03378 0.67296 -2.19793 -1.6 2.1 3.9 0.01
N -0.13699 0.76979 -1.50309 0.9 -0.2 -0.6 0.01
C 2.22375 1.36222 -1.55686 0.8 -0.7 -0.6 0.01
H -0.91937 0.16693 -1.71408 0.1 -0.1 -0.2 0.00
H -0.20010 1.26852 -0.62708 0.3 -0.1 -0.1 0.00
H 2.33485 2.43461 -1.71729 -0.5 0.0 0.1 0.00
H 3.10671 0.92253 -2.02069 0.0 0.0 -0.2 0.00
H 2.32129 1.08294 -0.50776 -0.4 0.4 0.1 0.00
C 0.57265 -1.83118 0.64262 0.4 0.0 -0.8 0.00
C -0.59894 -1.78113 1.35550 -0.6 -0.8 0.1 0.00
C -0.71853 -0.99293 2.47009 -0.3 0.5 0.8 0.00
C 0.34447 -0.19472 2.87999 -0.1 0.2 -0.3 0.00
C 1.50268 -0.22321 2.11307 1.5 0.8 0.2 0.00
C 1.64226 -1.03997 0.99150 -0.3 0.5 0.3 0.00
C 2.69357 0.64185 2.51646 0.7 -0.5 -0.8 0.00
O 3.75055 0.64262 1.87443 -1.8 0.0 0.6 0.00
C 2.56278 1.41001 3.76906 1.3 1.4 0.8 0.00
C 3.64057 2.26667 4.14011 -0.8 -0.1 -0.1 0.00
C 3.60580 2.95846 5.33433 -0.5 -0.3 0.9 0.00
C 2.58408 2.79683 6.29041 -0.3 -1.6 -2.5 0.00
C 1.49193 1.93171 5.91277 1.1 1.8 0.2 0.00
C 1.45653 1.32459 4.62666 0.8 0.5 0.4 0.00
C 0.22928 0.66982 4.11036 1.0 -0.7 0.6 0.00
O -0.77953 0.75946 4.74719 -1.4 -0.1 0.0 0.00
H 0.59410 -2.47201 -0.22646 0.2 -0.1 -0.1 0.00
H -1.39455 -2.44715 1.05579 -0.3 0.1 0.0 0.00
H -1.62056 -0.98814 3.06400 -0.1 0.0 0.0 0.00
H 2.54285 -0.96246 0.40046 0.2 -0.2 0.2 0.00
H 4.47594 2.48726 3.49213 -0.1 -0.5 -0.3 0.00
H 4.40504 3.61751 5.63973 0.2 0.1 -0.4 0.00
H 2.77366 3.37172 7.18481 -0.9 -0.3 0.4 0.00
H 0.65726 1.91329 6.59788 -0.3 -0.5 -0.2 0.00